(1)
Entry from the Open Molecules 2025 dataset: a structure of composition C37H38BN4O4PTi (the ωB97M-V functional and the def2-TZVPD basis).

Summary:
Orbital gap, eV: 8.026
Energy relative to the best compared isomer or geometry (same formula, charge and spin), kJ/mol: 51.32
E, hartree: -3168.029151
E_LUMO, eV: -6.24

ORCA input file:
```
! wB97M-V def2-TZVPD RIJCOSX def2/J DEFGRID3
* xyz 2 1
Ti -0.654 1.059 0.360
O -4.669 1.544 0.486
C -3.569 1.132 0.265
N -2.392 1.603 0.855
C -2.545 2.599 1.922
C -1.308 2.574 2.766
C -1.296 3.036 4.063
C -0.114 2.975 4.781
C 1.028 2.451 4.182
C 0.938 1.987 2.899
N -0.208 2.047 2.194
C -3.288 -0.027 -0.629
C -4.302 -0.745 -1.205
C -3.970 -1.888 -1.918
C -2.639 -2.264 -2.001
C -1.680 -1.483 -1.395
N -1.985 -0.357 -0.734
H -3.429 2.377 2.512
H -2.687 3.590 1.504
H -2.203 3.436 4.497
H -0.081 3.324 5.807
H 1.967 2.382 4.716
H 1.792 1.547 2.407
H -5.322 -0.405 -1.069
H -4.741 -2.489 -2.384
H -2.338 -3.164 -2.523
H -0.643 -1.772 -1.421
O -0.565 4.078 0.326
N 0.281 3.235 -0.396
C 1.114 3.837 -1.142
C 2.066 3.202 -2.058
C 2.992 4.057 -2.651
C 3.913 3.579 -3.566
C 3.903 2.234 -3.900
C 2.982 1.378 -3.312
C 2.053 1.849 -2.392
P 0.848 0.624 -1.745
C 1.988 -0.675 -1.180
C 2.139 -1.961 -1.681
C 3.137 -2.789 -1.177
C 3.981 -2.344 -0.171
C 3.817 -1.069 0.360
C 2.822 -0.245 -0.138
C -0.064 0.236 -3.267
C 0.316 -0.692 -4.232
C -0.470 -0.880 -5.364
C -1.626 -0.135 -5.548
C -1.994 0.819 -4.607
C -1.219 0.997 -3.471
H -0.367 4.991 0.084
H 1.129 4.923 -1.118
H 2.991 5.111 -2.386
H 4.631 4.253 -4.017
H 4.610 1.848 -4.624
H 2.998 0.327 -3.575
H 1.493 -2.336 -2.462
H 3.258 -3.788 -1.583
H 4.769 -2.990 0.203
H 4.475 -0.718 1.147
H 2.735 0.767 0.238
H 1.232 -1.259 -4.136
H -0.167 -1.607 -6.110
H -2.235 -0.289 -6.432
H -2.884 1.422 -4.758
H -1.518 1.738 -2.741
C -2.089 -2.124 3.797
C -0.619 -2.022 3.432
C 0.248 -2.217 4.656
O -0.421 -0.650 2.953
B -0.337 -0.679 1.596
O -0.250 -1.934 1.072
C -0.208 -2.897 2.194
C 1.204 -3.431 2.277
C -1.176 -4.010 1.862
H -2.305 -1.426 4.608
H -2.347 -3.130 4.137
H -2.728 -1.868 2.947
H -0.090 -1.546 5.449
H 1.297 -2.006 4.449
H 0.162 -3.244 5.025
H 1.923 -2.628 2.442
H 1.449 -3.920 1.336
H 1.302 -4.164 3.083
H -2.155 -3.620 1.574
H -1.305 -4.674 2.720
H -0.780 -4.605 1.035
*
```

=====

(2)
Entry from the Open Molecules 2025 dataset: a structure of composition C37H38Cl5FeP2Se2Te (the ωB97M-V functional and the def2-TZVPD basis).

Summary:
Orbital gap (alpha / beta), eV: 7.862 / 6.824
Energy relative to the best compared isomer or geometry (same formula, charge and spin), kJ/mol: 88.90
E, hartree: -10750.716322
E_LUMO (alpha / beta), eV: -2.22 / -3.30

ORCA input file:
```
! wB97M-V def2-TZVPD RIJCOSX def2/J DEFGRID3
* xyz 1 5
Fe -0.284 -0.007 0.064
Cl -2.251 2.960 -1.424
C -3.006 1.461 -1.050
C -2.315 0.549 -0.258
C -3.067 -0.558 0.126
Cl -2.317 -1.611 1.261
C -4.333 -0.861 -0.347
Cl -5.132 -2.310 0.104
C -4.946 0.042 -1.212
Cl -6.478 -0.323 -1.893
C -4.295 1.233 -1.530
Cl -5.082 2.385 -2.535
C 4.410 -0.296 -1.196
Se 3.329 -0.341 0.433
C 3.222 1.578 0.810
C 2.582 2.361 -0.315
Se 1.202 1.323 -1.292
C 0.739 2.808 -2.449
H 5.285 0.324 -1.022
H 3.807 0.095 -2.015
H 4.721 -1.317 -1.414
H 4.235 1.929 1.017
H 2.630 1.646 1.729
H 3.320 2.664 -1.065
H 2.086 3.256 0.072
H 0.302 3.599 -1.845
H 0.011 2.448 -3.171
H 1.636 3.158 -2.958
C 1.391 -2.906 -1.440
P -0.007 -2.293 -0.366
C -1.381 -2.659 -1.518
C -2.219 -3.765 -1.525
C -3.251 -3.842 -2.446
C -3.447 -2.830 -3.368
C -2.608 -1.726 -3.378
C -1.585 -1.642 -2.456
C 0.066 -3.388 1.094
C -0.938 -4.220 1.580
C -0.738 -4.933 2.748
C 0.447 -4.818 3.454
C 1.424 -3.942 3.014
C 1.225 -3.222 1.853
P 2.020 -4.677 -1.576
C 3.124 -4.960 -0.154
C 3.407 -6.286 0.187
C 4.310 -6.577 1.189
C 4.975 -5.556 1.853
C 4.759 -4.245 1.468
C 3.858 -3.951 0.461
C 0.580 -5.751 -1.232
C -0.254 -6.016 -2.318
C -1.316 -6.894 -2.191
C -1.542 -7.539 -0.984
C -0.712 -7.287 0.096
C 0.344 -6.399 -0.022
H 2.275 -2.296 -1.228
H 1.070 -2.637 -2.455
H -2.078 -4.574 -0.828
H -3.907 -4.699 -2.431
H -4.257 -2.896 -4.075
H -2.764 -0.935 -4.096
H -0.931 -0.765 -2.443
H -1.889 -4.310 1.079
H -1.522 -5.583 3.107
H 0.599 -5.391 4.354
H 2.332 -3.814 3.582
H 1.968 -2.499 1.542
H 2.913 -7.092 -0.338
H 4.503 -7.605 1.454
H 5.674 -5.783 2.643
H 5.296 -3.441 1.948
H 3.732 -2.913 0.166
H -0.063 -5.541 -3.271
H -1.965 -7.091 -3.032
H -2.347 -8.253 -0.886
H -0.879 -7.793 1.036
H 0.987 -6.221 0.826
C -2.083 0.972 3.313
Te -0.162 1.075 2.367
C 0.784 -0.269 3.778
H -2.066 1.550 4.230
H -2.343 -0.055 3.533
H -2.814 1.388 2.629
H 0.260 -1.220 3.776
H 0.757 0.162 4.775
H 1.816 -0.430 3.478
*
```

=====

(3)
Entry from the Open Molecules 2025 dataset: a structure of composition C37H38N4P2S3Sn (the ωB97M-V functional and the def2-TZVPD basis).

Summary:
Orbital gap, eV: 7.152
Energy relative to the best compared isomer or geometry (same formula, charge and spin), kJ/mol: 105.98
E, hartree: -3743.363576
E_LUMO, eV: -0.20

ORCA input file:
```
! wB97M-V def2-TZVPD RIJCOSX def2/J DEFGRID3
* xyz 0 1
Sn 0.426 -0.458 -0.180
C -2.069 -0.254 3.336
C -1.155 -1.432 3.707
N 0.187 -1.345 3.149
C 1.165 -0.521 3.841
C 0.934 0.987 3.767
S 0.706 1.759 2.124
C -0.978 2.434 2.283
C -2.125 1.586 1.729
N -1.946 0.161 1.945
H -3.099 -0.533 3.588
H -1.831 0.601 3.968
H -1.148 -1.523 4.805
H -1.602 -2.347 3.314
H 0.569 -2.270 3.031
H 1.232 -0.758 4.917
H 2.140 -0.749 3.404
H 0.075 1.278 4.367
H 1.804 1.473 4.210
H -1.113 2.670 3.339
H -0.964 3.382 1.748
H -3.057 1.978 2.166
H -2.199 1.736 0.656
H -2.582 -0.341 1.340
S -2.753 -0.393 -1.561
P -1.678 1.205 -2.078
C -0.024 1.157 -1.659
P 1.367 1.034 -2.635
S 2.565 -0.392 -1.822
C 2.278 2.631 -2.659
C 1.548 3.817 -2.724
C 2.184 5.051 -2.709
C 3.569 5.112 -2.617
C 4.307 3.937 -2.559
C 3.667 2.703 -2.584
C 1.227 0.669 -4.419
C 1.342 -0.642 -4.880
C 1.218 -0.928 -6.234
C 0.985 0.096 -7.142
C 0.892 1.407 -6.696
C 1.017 1.693 -5.343
C -1.943 1.597 -3.848
C -2.292 0.585 -4.737
C -2.528 0.875 -6.077
C -2.437 2.183 -6.532
C -2.101 3.201 -5.649
C -1.851 2.909 -4.315
C -2.434 2.693 -1.284
C -1.628 3.701 -0.762
C -2.193 4.820 -0.152
C -3.572 4.931 -0.050
C -4.385 3.925 -0.565
C -3.819 2.813 -1.176
H 0.469 3.770 -2.781
H 1.599 5.962 -2.762
H 4.069 6.072 -2.585
H 5.388 3.980 -2.488
H 4.246 1.790 -2.532
H 1.576 -1.431 -4.177
H 1.321 -1.950 -6.580
H 0.893 -0.126 -8.199
H 0.722 2.211 -7.403
H 0.963 2.721 -5.011
H -2.403 -0.427 -4.364
H -2.799 0.080 -6.762
H -2.640 2.411 -7.571
H -2.040 4.226 -5.998
H -1.623 3.713 -3.627
H -0.554 3.581 -0.801
H -1.553 5.596 0.254
H -4.014 5.794 0.433
H -5.462 4.004 -0.482
H -4.450 2.023 -1.565
N -2.527 -6.874 -4.018
C -2.061 -5.952 -3.514
C -1.468 -4.794 -2.873
C -1.320 -3.604 -3.569
C -0.744 -2.530 -2.912
N -0.316 -2.601 -1.654
C -0.475 -3.744 -0.990
C -1.043 -4.872 -1.554
H -1.658 -3.508 -4.591
H -0.625 -1.575 -3.412
H -0.126 -3.750 0.039
H -1.154 -5.786 -0.989
*
```

=====

(4)
Entry from the Open Molecules 2025 dataset: a structure of composition C37H39AsN3O5OsS (the ωB97M-V functional and the def2-TZVPD basis).

Summary:
Orbital gap (alpha / beta), eV: 6.052 / 6.063
Energy relative to the best compared isomer or geometry (same formula, charge and spin), kJ/mol: 390.17
E, hartree: -4698.386050
E_LUMO (alpha / beta), eV: 2.27 / 2.27

ORCA input file:
```
! wB97M-V def2-TZVPD RIJCOSX def2/J DEFGRID3
* xyz -1 1
Os -0.358 0.839 1.064
O 2.936 2.441 3.661
C 2.069 1.819 3.057
O 1.106 2.300 2.396
C 2.101 0.286 3.090
C 3.176 -0.423 3.603
C 3.113 -1.808 3.624
C 1.950 -2.429 3.187
C 0.934 -1.649 2.658
N 1.027 -0.319 2.579
C -0.373 -2.241 2.127
O -0.629 -3.412 2.404
O -1.096 -1.443 1.473
H 4.029 0.129 3.969
H 3.956 -2.388 3.972
H 1.832 -3.501 3.211
C -3.891 -4.154 0.248
C -3.141 -3.123 -0.541
C -3.463 -1.781 -0.447
C -2.735 -0.816 -1.125
C -3.245 0.596 -1.122
C -1.585 -1.176 -1.841
As -0.518 0.325 -2.553
N -0.225 1.426 -1.066
C -0.042 2.755 -1.353
C 0.625 3.593 -0.432
C 0.798 4.939 -0.664
C 0.330 5.532 -1.828
C -0.315 4.734 -2.758
C -0.498 3.386 -2.529
C 1.377 -0.329 -2.771
C 2.079 0.045 -3.921
C 1.483 0.852 -5.041
C 3.414 -0.319 -4.081
C 4.096 -1.032 -3.116
C 5.539 -1.411 -3.282
C 3.404 -1.382 -1.966
C 2.069 -1.054 -1.791
C 1.410 -1.473 -0.524
C -1.367 -2.534 -2.089
C -0.383 -3.024 -3.119
C -2.139 -3.482 -1.430
H -4.598 -3.672 0.922
H -3.191 -4.736 0.847
H -4.428 -4.829 -0.422
H -4.293 -1.471 0.175
H -4.296 0.623 -0.834
H -3.139 1.053 -2.112
H -2.680 1.196 -0.405
H 1.002 3.170 0.490
H 1.312 5.544 0.072
H 0.470 6.591 -2.001
H -0.694 5.179 -3.670
H -1.034 2.788 -3.262
H 0.428 1.052 -4.857
H 1.593 0.324 -5.988
H 2.014 1.799 -5.121
H 3.933 -0.009 -4.979
H 5.906 -1.119 -4.265
H 5.667 -2.487 -3.164
H 6.155 -0.919 -2.527
H 3.919 -1.920 -1.180
H 2.136 -1.881 0.178
H 0.629 -2.214 -0.679
H 0.930 -0.599 -0.059
H 0.018 -2.192 -3.697
H -0.890 -3.708 -3.801
H 0.440 -3.573 -2.664
H -1.938 -4.532 -1.596
S -2.720 -2.813 4.160
C -1.544 -2.495 5.369
C -1.155 -1.194 5.313
N -1.780 -0.453 4.370
C -2.614 -1.156 3.686
H -1.213 -3.272 6.028
H -0.421 -0.719 5.939
H -3.193 -0.764 2.872
C -2.073 4.473 1.311
O -2.078 3.115 0.880
C -1.843 2.105 1.721
C -1.859 2.429 3.183
H -2.979 4.693 1.885
H -2.055 5.070 0.402
H -1.184 4.681 1.905
H -2.676 3.104 3.449
H -0.909 2.926 3.413
H -1.924 1.518 3.776
*
```

=====

(5)
Entry from the Open Molecules 2025 dataset: a cluster of 2 separate species, C37H39ClF6I2NO8PS in total (the ωB97M-V functional and the def2-TZVPD basis).

Summary:
Orbital gap, eV: 6.807
E, hartree: -4483.780445
E_LUMO, eV: -1.80
Structure (SMILES): CCOCCc1c(C[C@H](C)Cl)c(CCCI)c2c(c1C(=O)C(F)(F)C(F)(F)C(F)(F)C(=O)O)C(=O)c1cc(OCC)c([PH2]=S)c(CC(=O)I)c1C2=O.CCCC#N

ORCA input file:
```
! wB97M-V def2-TZVPD RIJCOSX def2/J DEFGRID3
* xyz 0 1
C 3.377 2.108 4.232
C 3.364 3.584 3.573
O 2.353 3.759 2.553
C 2.632 2.985 1.366
C 2.225 3.811 0.025
C 0.810 3.271 -0.516
C -0.540 4.052 -0.316
C -0.576 5.483 0.411
C -1.050 5.435 1.950
C -1.112 3.925 2.490
Cl -2.687 6.294 2.202
C -1.906 3.449 -0.833
C -3.316 4.184 -0.659
C -4.314 3.428 0.343
C -5.799 4.014 0.113
I -6.398 4.984 1.990
C -1.877 2.077 -1.543
C -0.514 1.323 -1.775
C 0.830 1.885 -1.274
C 2.251 1.151 -1.434
O 3.056 1.644 -2.251
C 2.516 -0.118 -0.489
F 1.277 -0.418 0.185
F 3.453 0.140 0.568
C 2.946 -1.465 -1.247
F 1.809 -2.142 -1.800
F 3.426 -2.356 -0.219
C 4.157 -1.306 -2.289
F 4.845 -2.574 -2.298
F 5.131 -0.363 -1.822
C 3.724 -1.023 -3.804
O 2.881 -1.655 -4.458
O 4.426 0.048 -4.462
C -0.558 -0.082 -2.569
O 0.261 -0.356 -3.474
C -1.772 -1.046 -2.120
C -1.564 -2.557 -1.913
C -2.769 -3.407 -1.434
O -2.521 -4.802 -1.215
C -2.335 -4.892 0.250
C -1.311 -6.044 0.686
C -4.128 -2.693 -1.209
P -5.572 -3.801 -0.616
S -5.669 -5.495 -1.617
C -4.340 -1.144 -1.420
C -5.755 -0.469 -1.125
C -6.849 -0.702 -2.271
O -8.060 -0.596 -1.952
I -6.182 -1.133 -4.288
C -3.139 -0.292 -1.882
C -3.185 1.307 -2.095
O -4.131 1.904 -2.671
H 3.840 1.342 3.520
H 2.340 1.792 4.627
H 4.062 2.141 5.164
H 3.185 4.321 4.435
H 4.390 3.782 3.091
H 3.710 2.575 1.315
H 1.958 2.042 1.415
H 3.057 3.736 -0.774
H 2.189 4.912 0.341
H -1.292 6.161 -0.193
H 0.454 6.006 0.387
H -0.301 6.067 2.561
H -1.392 3.959 3.608
H -1.933 3.317 1.951
H -0.117 3.377 2.389
H -3.775 4.267 -1.718
H -3.184 5.280 -0.312
H -4.340 2.312 0.104
H -4.018 3.557 1.441
H -6.581 3.213 -0.095
H -5.765 4.832 -0.684
H 3.798 0.788 -4.646
H -0.540 -3.051 -2.084
H -3.358 -4.977 0.776
H -1.883 -3.891 0.614
H -0.367 -5.594 1.177
H -1.775 -6.713 1.507
H -0.942 -6.708 -0.163
H -6.846 -3.147 -0.853
H -5.491 -4.046 0.810
H -6.192 -0.826 -0.128
H -5.583 0.658 -1.018
C 5.313 -4.634 0.312
C 6.577 -5.265 0.884
C 6.283 -6.347 1.927
C 5.528 -5.752 3.081
N 4.934 -5.284 3.988
H 4.733 -4.122 1.083
H 5.570 -3.892 -0.447
H 4.674 -5.390 -0.155
H 7.196 -4.480 1.329
H 7.156 -5.706 0.067
H 7.218 -6.777 2.296
H 5.689 -7.153 1.488
*
```